This record from OMol25 describes a structure of composition C36H49AsCuN4OS2Si in a non-equilibrium geometry. The level of theory is ωB97M-V/def2-TZVPD.

Values from the calculation:
E = -6657.462634 Ha
max |F| = 0.0605 hartree/bohr
spin multiplicity = 2
relative energy (zero: lowest compared OMol25 entry of this formula, charge and spin) = 40.5 kcal/mol
charge = 0

Last column: Mulliken charge in e.
Geometry (Å):
1 Cu 0.56086 0.07552 -0.70416  0.18
2 S -0.60457 -1.62239 0.61443  -0.61
3 C 0.82580 -1.66415 1.87977  -0.54
4 N 0.56823 -2.12896 3.04175  -0.39
5 N -0.67193 -2.60423 3.27209  0.45
6 C -1.07082 -2.91198 4.58548  0.40
7 C -2.44989 -3.21926 4.83884  -0.40
8 C -2.80935 -3.51241 6.15495  -0.44
9 C -1.85387 -3.47933 7.20914  -0.48
10 C -0.56913 -3.10121 6.94749  -0.38
11 C -0.14535 -2.87139 5.67685  -0.32
12 N 2.01720 -1.19161 1.51175  -0.44
13 N 2.08330 -0.36318 0.49016  1.43
14 C 3.34647 0.16566 0.29002  0.07
15 C 3.45586 1.24269 -0.63665  -0.13
16 C 4.70611 1.86428 -0.74314  -0.65
17 C 5.82579 1.39075 -0.03466  -0.35
18 C 5.71316 0.27064 0.85774  -0.91
19 C 4.42525 -0.27336 0.99629  -0.07
20 H -1.36605 -2.65818 2.54001  -0.12
21 H -3.24165 -2.99030 4.06763  0.22
22 H -3.85817 -3.66211 6.40329  0.33
23 H -2.23915 -3.82000 8.16252  0.36
24 H 0.23701 -3.13833 7.75567  0.25
25 H 0.91688 -2.79506 5.47598  0.38
26 H 2.58856 1.66431 -1.14214  0.00
27 H 4.94967 2.70129 -1.42482  0.33
28 H 6.82922 1.89533 -0.21921  0.29
29 H 6.63830 -0.14692 1.30342  0.37
30 H 4.20862 -1.08256 1.70553  0.39
31 C -0.27293 -4.98057 0.32715  -1.30
32 Si -0.20751 -3.35813 -0.57101  1.14
33 C 1.35043 -3.35731 -1.60695  -0.99
34 C -1.74871 -3.39166 -1.74262  0.39
35 C -1.61671 -3.73670 -3.09525  -0.35
36 C -2.73349 -3.86239 -3.89794  -0.65
37 C -3.95962 -3.46996 -3.43320  -0.32
38 C -4.10513 -3.02020 -2.11711  -0.89
39 C -2.98539 -2.96754 -1.29656  -0.22
40 H 0.33112 -5.78341 -0.15486  0.31
41 H -1.35365 -5.29603 0.42874  0.33
42 H 0.17012 -4.93397 1.31719  0.38
43 H 1.26595 -4.20864 -2.24083  0.51
44 H 2.15204 -3.34652 -0.79709  0.22
45 H 1.50178 -2.43596 -2.23042  0.08
46 H -0.67680 -4.02633 -3.53455  0.28
47 H -2.67410 -4.17075 -4.94816  0.35
48 H -4.80095 -3.55098 -4.19974  0.26
49 H -4.97664 -2.63196 -1.76940  0.56
50 H -3.10368 -2.60668 -0.30450  0.48
51 C 0.88591 2.44659 -3.32812  -1.24
52 As -0.01202 0.77957 -2.86892  0.54
53 C 0.40300 -0.34339 -4.36987  -1.31
54 C -1.87402 1.40738 -3.09067  -1.54
55 C -2.12276 2.18396 -4.35666  0.93
56 C -2.74748 1.58270 -5.45703  -0.42
57 C -3.17324 2.33026 -6.51469  -0.66
58 C -2.96008 3.70159 -6.50435  -0.58
59 C -2.32820 4.29596 -5.42408  -0.57
60 C -2.01180 3.58725 -4.28234  -0.39
61 H 0.68967 2.78287 -4.35723  0.41
62 H 1.89969 2.32687 -3.07738  0.56
63 H 0.30204 3.18089 -2.63808  0.12
64 H 0.26707 0.14263 -5.31077  0.49
65 H -0.03796 -1.33232 -4.41340  0.24
66 H 1.43028 -0.55393 -4.25250  0.54
67 H -2.00156 2.16059 -2.37712  0.58
68 H -2.57849 0.57095 -2.99801  0.58
69 H -2.97941 0.51397 -5.42390  0.41
70 H -3.62412 1.96352 -7.38222  0.46
71 H -3.29408 4.42997 -7.19746  0.40
72 H -2.21663 5.34649 -5.49253  0.40
73 H -1.77236 4.06365 -3.29517  0.28
74 C -0.64031 5.02790 0.90845  -1.32
75 C 0.17794 4.59245 2.10531  -0.18
76 C -0.56377 3.73359 3.09208  -0.83
77 S -0.52890 1.95994 2.58366  0.22
78 O -0.16457 1.94680 1.10662  -0.64
79 C 0.93543 1.44541 3.53842  0.17
80 C 2.22498 2.09410 3.20906  0.15
81 C 3.37280 1.35625 3.93108  -1.44
82 H -0.02434 5.25503 -0.03616  0.30
83 H -1.28823 5.85994 1.11125  0.42
84 H -1.25385 4.25537 0.42301  0.23
85 H 0.47899 5.50469 2.57255  0.56
86 H 1.10013 4.09615 1.79418  0.00
87 H -1.58370 4.02129 3.20053  0.51
88 H -0.09436 3.85459 4.09064  0.37
89 H 0.93481 0.41083 3.28018  -0.53
90 H 0.67656 1.46239 4.62526  0.65
91 H 2.21488 3.13211 3.46059  0.42
92 H 2.34222 2.06512 2.06352  -0.07
93 H 3.12914 1.23592 5.06685  0.33
94 H 4.24515 1.88280 3.75224  0.48
95 H 3.59307 0.34138 3.52430  0.16